{
  "formula": "C5H6S2",
  "method": "ωB97M-V/def2-TZVPD",
  "elements": ["C", "C", "C", "C", "C", "H", "H", "H", "H", "H", "H", "S", "S"],
  "xyz": [[1.117, 0.482, -0.017], [0.415, -0.338, -1.074], [0.373, -0.369, 1.019], [-1.073, 0.012, 0.706], [-1.044, 0.074, -0.760], [0.829, 1.546, 0.068], [2.173, 0.363, 0.134], [0.831, -0.332, -2.057], [0.695, -0.323, 2.027], [-1.468, 0.813, 1.278], [-1.402, 0.971, -1.259], [0.798, -1.836, -0.029], [-2.244, -1.063, -0.035]],
  "homo_lumo_gap_ha": 0.3402
}

***

{
  "formula": "C5H6S3",
  "method": "ωB97M-V/def2-TZVPD",
  "elements": ["C", "C", "C", "C", "C", "S", "S", "S", "H", "H", "H", "H", "H", "H"],
  "xyz": [[-0.393, 0.844, -1.321], [-0.462, -0.615, -1.234], [0.028, 1.575, -0.275], [-0.205, 1.609, 1.185], [0.092, -1.373, -0.270], [-0.146, 3.196, 0.324], [1.447, -0.881, 0.711], [-0.440, -3.039, -0.198], [-0.657, 1.438, -2.194], [-1.210, -1.186, -1.934], [0.609, 1.421, 1.834], [-1.106, 1.346, 1.545], [1.757, 0.277, -0.098], [-0.169, -3.252, 1.155]],
  "homo_lumo_gap_ha": 0.2869,
  "smiles": "SC(S)=C/C=C1\\CS1"
}

***

{
  "formula": "C5H7BO",
  "method": "ωB97M-V/def2-TZVPD",
  "elements": ["B", "C", "C", "C", "C", "C", "O", "H", "H", "H", "H", "H", "H", "H"],
  "xyz": [[0.010, -1.542, 0.423], [-0.633, 1.829, 0.218], [0.185, 1.070, 1.038], [-0.767, 1.177, -1.138], [0.722, -0.143, 0.237], [0.054, 0.048, -1.014], [0.650, -2.701, 0.122], [-0.963, -1.427, 0.958], [-0.936, 2.864, 0.387], [0.794, 1.412, 1.777], [-1.339, 1.655, -1.862], [1.789, 0.062, 0.151], [0.130, -0.752, -1.837], [0.305, -3.553, 0.540]],
  "homo_lumo_gap_ha": 0.3363
}

***

{
  "formula": "C5H7Cl2FO2S",
  "method": "ωB97M-V/def2-TZVPD",
  "elements": ["C", "C", "C", "C", "C", "O", "O", "F", "S", "Cl", "Cl", "H", "H", "H", "H", "H", "H", "H"],
  "xyz": [[0.326, -3.299, -0.136], [0.967, -4.459, -0.180], [-0.366, 0.591, -1.288], [0.338, 0.062, 1.057], [-0.142, -0.483, -0.283], [1.364, -1.940, -2.131], [2.388, -1.740, 0.094], [-0.829, -3.174, 0.531], [1.194, -1.805, -0.734], [2.518, -4.533, -0.868], [0.385, -5.936, 0.608], [0.353, 1.370, -1.191], [-0.200, 0.480, -2.383], [-1.349, 1.004, -1.099], [0.034, -0.582, 2.026], [-0.162, 1.018, 1.228], [1.491, 0.164, 1.176], [-1.030, -1.073, -0.201]],
  "homo_lumo_gap_ha": 0.3835,
  "smiles": "CC(C)S(=O)(=O)C(F)=C(Cl)Cl"
}

***

{
  "formula": "C5H7ClN2",
  "method": "ωB97M-V/def2-TZVPD",
  "elements": ["C", "C", "C", "C", "C", "H", "H", "H", "H", "H", "H", "H", "N", "N", "Cl"],
  "xyz": [[-0.452, -0.737, 1.295], [-0.821, -0.382, -0.135], [0.342, -1.052, -1.040], [-0.909, 1.009, -0.383], [-1.177, 2.214, -0.418], [0.321, -0.036, 1.783], [-0.313, -1.971, 1.214], [-1.365, -0.576, 1.993], [-0.101, -1.641, -1.770], [1.474, 1.240, -0.284], [3.045, 0.157, 0.034], [-1.068, 3.287, -0.712], [1.585, -0.863, -1.045], [1.956, 0.118, -0.002], [-2.518, -0.766, -0.527]],
  "homo_lumo_gap_ha": 0.3704
}

***

{
  "formula": "C5H7ClN2",
  "method": "ωB97M-V/def2-TZVPD",
  "elements": ["C", "C", "C", "C", "C", "N", "N", "Cl", "H", "H", "H", "H", "H", "H", "H"],
  "xyz": [[-2.191, -0.532, 0.673], [-2.645, -1.733, -2.529], [3.148, 1.128, 1.387], [-2.286, -0.794, -0.491], [0.838, 1.316, 0.874], [-2.723, -0.736, -1.752], [1.820, 1.696, 1.535], [0.926, 0.131, -0.459], [-1.974, -0.902, 1.624], [3.209, 0.781, 0.369], [-3.023, -1.404, -3.567], [-2.010, -2.582, -2.502], [3.852, 1.810, 1.641], [3.228, 0.249, 1.982], [-0.171, 1.573, 1.215]],
  "homo_lumo_gap_ha": 0.3590,
  "smiles": "C/N=C\\Cl.C#CN=C"
}

***

{
  "formula": "C5H7ClN5S",
  "method": "ωB97M-V/def2-TZVPD",
  "elements": ["C", "C", "C", "C", "C", "N", "N", "N", "N", "N", "S", "Cl", "H", "H", "H", "H", "H", "H", "H"],
  "xyz": [[-0.559, 1.415, 0.841], [1.192, -0.293, -1.636], [-2.036, 0.301, -0.600], [0.660, 0.683, 0.335], [0.575, -0.820, 0.337], [-1.692, 1.288, 0.337], [1.015, -1.339, -0.815], [0.980, 0.921, -1.082], [-1.899, -0.915, -0.384], [0.305, -1.566, 1.391], [2.204, 1.028, 1.332], [-3.110, 0.843, -1.922], [-0.253, 2.226, 1.584], [1.603, -0.299, -2.615], [1.192, 1.808, -1.609], [-2.470, -1.528, -0.843], [-0.394, -1.073, 2.003], [0.180, -2.582, 1.344], [2.508, -0.099, 2.003]],
  "homo_lumo_gap_ha": 0.3414,
  "smiles": "[H]/N=C(Cl)/N=C\\[C@]1(S)NC=NC1=[NH2+]",
  "total_charge": 1
}

***

{
  "formula": "C5H7ClO",
  "method": "ωB97M-V/def2-TZVPD",
  "elements": ["C", "C", "C", "C", "C", "O", "Cl", "H", "H", "H", "H", "H", "H", "H"],
  "xyz": [[1.277, 0.631, -0.071], [0.512, 1.290, 0.797], [0.583, -0.356, -0.931], [-0.773, -0.605, -0.224], [-0.901, 0.773, 0.848], [-1.317, 0.448, 2.136], [-2.032, 1.954, 0.142], [2.328, 0.787, -0.476], [0.783, 1.932, 1.552], [0.340, 0.210, -1.768], [1.051, -1.228, -1.178], [-1.640, -0.639, -0.926], [-0.728, -1.508, 0.351], [-2.204, 0.438, 2.022]],
  "homo_lumo_gap_ha": 0.3928,
  "smiles": "O[C@@]1(Cl)C=CCC1"
}

***

{
  "formula": "C5H7ClO2",
  "method": "ωB97M-V/def2-TZVPD",
  "elements": ["C", "C", "C", "C", "C", "H", "H", "H", "H", "H", "H", "H", "O", "O", "Cl"],
  "xyz": [[0.021, 0.707, 0.025], [-1.351, 0.292, -0.568], [0.093, -1.392, 0.236], [0.207, -0.239, 1.326], [0.836, -0.503, -0.632], [0.608, 2.255, -0.881], [-2.307, 0.489, -0.123], [-1.546, 0.410, -1.661], [0.411, -2.288, 0.555], [-0.564, -0.038, 2.257], [1.147, 0.053, 1.893], [0.621, -0.401, -1.683], [0.318, 2.098, 0.034], [-1.084, -1.215, -0.486], [2.590, -0.229, -0.292]],
  "homo_lumo_gap_ha": 0.3888,
  "smiles": "O[C@]12CO[C@H](C1)[C@@H]2Cl"
}

***

{
  "formula": "C5H7ClO2",
  "method": "ωB97M-V/def2-TZVPD",
  "elements": ["C", "C", "C", "C", "C", "H", "H", "H", "H", "H", "H", "H", "O", "O", "Cl"],
  "xyz": [[0.012, 0.726, 0.012], [-1.188, 0.192, -0.693], [0.356, -1.228, 0.372], [-0.129, -0.126, 1.325], [1.072, -0.226, -0.393], [-0.371, 2.385, -0.815], [-2.241, 0.252, -0.281], [-1.077, 0.276, -1.746], [0.802, -2.204, 0.480], [-1.071, -0.292, 1.767], [0.668, 0.054, 2.121], [1.006, -0.403, -1.519], [0.156, 2.024, 0.080], [-0.821, -1.377, -0.529], [2.823, -0.051, -0.181]],
  "homo_lumo_gap_ha": 0.3730
}

***

{
  "formula": "C5H7CsO4",
  "method": "ωB97M-V/def2-TZVPD",
  "elements": ["O", "Cs", "C", "C", "H", "H", "H", "H", "C", "C", "O", "C", "O", "O", "H", "H", "H"],
  "xyz": [[-2.880, 2.357, 0.029], [-1.895, 0.447, -3.021], [-3.064, 2.457, 1.231], [-2.623, 1.461, 2.236], [-1.524, 1.418, 2.233], [-3.608, 3.343, 1.613], [-3.065, 0.475, 2.046], [-2.915, 1.824, 3.234], [1.925, -2.039, 0.816], [1.520, -1.983, -0.437], [2.175, -2.255, -1.579], [2.457, -1.222, -2.389], [1.626, -0.435, -2.786], [3.728, -1.212, -2.651], [1.216, -1.896, 1.631], [2.975, -2.253, 1.049], [3.953, -0.488, -3.254]],
  "homo_lumo_gap_ha": [0.3202, 0.3431],
  "total_charge": 1,
  "multiplicity": 2
}

***

{
  "formula": "C5H7DyO3",
  "method": "ωB97M-V/def2-TZVPD",
  "elements": ["C", "H", "H", "C", "H", "C", "C", "O", "C", "O", "O", "H", "H", "H", "H", "Dy"],
  "xyz": [[-2.442, 0.692, 0.711], [-3.550, 0.351, 0.769], [-2.482, 1.784, 0.824], [-1.945, -0.405, 1.337], [-1.949, -0.430, 2.442], [0.379, 1.180, -2.162], [0.859, 0.974, -0.935], [1.058, -0.463, -0.525], [2.079, -0.866, 0.224], [3.091, -0.272, 0.459], [1.658, -1.983, 0.835], [0.644, 2.097, -2.685], [-0.312, 0.453, -2.595], [1.540, 1.662, -0.433], [2.287, -2.306, 1.494], [-0.916, -2.469, 0.241]],
  "homo_lumo_gap_ha": [0.2388, 0.1903],
  "total_charge": 1,
  "multiplicity": 7
}

***

{
  "formula": "C5H7F",
  "method": "ωB97M-V/def2-TZVPD",
  "elements": ["C", "C", "C", "C", "C", "F", "H", "H", "H", "H", "H", "H", "H"],
  "xyz": [[1.079, -2.334, -0.010], [1.583, -1.260, 0.006], [-2.391, 1.457, 0.279], [-1.502, 0.670, -0.270], [2.198, 0.057, 0.079], [-1.691, -0.723, -0.300], [0.659, -3.315, 0.117], [-3.271, 1.080, 0.920], [-2.559, 2.488, 0.180], [-0.924, 1.019, -1.221], [2.821, 0.070, -0.831], [2.641, 0.051, 1.095], [1.357, 0.738, -0.044]],
  "homo_lumo_gap_ha": 0.3967,
  "smiles": "C#CC.C=CF"
}

***

{
  "formula": "C5H7F",
  "method": "ωB97M-V/def2-TZVPD",
  "elements": ["C", "C", "C", "C", "C", "F", "H", "H", "H", "H", "H", "H", "H"],
  "xyz": [[0.129, -1.427, -2.495], [-0.291, -1.335, -1.386], [1.239, 1.437, 1.003], [-0.043, 1.809, 1.046], [-0.812, -1.354, -0.060], [-0.569, 1.582, 2.267], [0.400, -1.332, -3.430], [1.832, 0.989, 1.767], [1.628, 1.677, -0.020], [-0.674, 2.435, 0.462], [-0.054, -1.166, 0.689], [-1.037, -2.490, 0.053], [-1.747, -0.824, 0.104]],
  "homo_lumo_gap_ha": 0.3987,
  "smiles": "C#CC.C=CF"
}

***

{
  "formula": "C5H7F2N2OS",
  "method": "ωB97M-V/def2-TZVPD",
  "elements": ["C", "C", "C", "C", "C", "N", "N", "O", "F", "F", "S", "H", "H", "H", "H", "H", "H", "H"],
  "xyz": [[-0.119, 0.349, 0.092], [1.180, -1.481, 0.078], [1.139, 0.966, 0.002], [1.268, 2.429, -0.322], [-2.773, 0.382, 0.061], [-0.053, -1.006, 0.029], [1.458, -2.851, 0.234], [-1.361, 0.981, 0.155], [-2.833, -0.697, 0.803], [-2.900, -0.006, -1.188], [2.367, -0.276, -0.027], [0.454, 3.034, 0.179], [0.961, 2.502, -1.386], [2.177, 2.813, 0.038], [-3.484, 1.213, 0.102], [-0.709, -1.755, 0.103], [0.809, -3.438, 0.792], [2.417, -3.161, 0.255]],
  "homo_lumo_gap_ha": 0.3324,
  "total_charge": 1
}

***

{
  "formula": "C5H7F3O2S",
  "method": "ωB97M-V/def2-TZVPD",
  "elements": ["C", "C", "C", "C", "C", "O", "O", "F", "F", "F", "S", "H", "H", "H", "H", "H", "H", "H"],
  "xyz": [[0.728, 1.997, -0.109], [-0.017, 0.852, 0.453], [-0.728, -1.581, 0.521], [-0.160, -0.362, -0.204], [3.602, 0.994, -2.640], [2.977, -0.208, -0.236], [1.641, 1.753, -1.178], [3.042, 1.114, -3.841], [3.956, 2.199, -2.208], [4.692, 0.286, -2.776], [2.210, 0.223, -1.364], [1.276, 2.632, 0.704], [0.104, 2.851, -0.440], [-0.212, 1.012, 1.456], [-1.443, -2.145, 0.071], [0.160, -2.115, 0.724], [-1.007, -1.369, 1.549], [-0.073, -0.405, -1.249]],
  "homo_lumo_gap_ha": 0.3711
}